A molecular structure, C24H26N4ScSi in a non-equilibrium geometry, computed with ωB97M-V/def2-TZVPD.

Calculated values
LUMO energy (spin up / spin down) ... -3.266 / -3.334 eV
Electronic energy ... -2199.07527 Ha
Frontier orbital gap (spin up / spin down) ... 5.409 / 4.945 eV
Max |F| ... 0.0406 hartree/bohr
Highest occupied orbital energy (spin up / spin down) ... -8.6752 / -8.2788 eV
Total charge ... +1
ΔE to the lowest compared entry with this formula, charge and spin ... 0.084 eV
Multiplicity ... 1

```
56
C24H26N4ScSi | OMol25 | ωB97M-V/def2-TZVPD
C -1.99168 -0.67647 0.77139
C -0.88494 -1.56964 0.89417
C -0.82789 -2.03548 2.23787
H -0.22023 -1.89202 0.09369
C -1.92946 -1.47148 2.95077
C -2.65765 -0.62862 2.04247
H -3.60166 -0.11380 2.23719
H -2.33084 -0.18205 -0.14357
H -0.09176 -2.74027 2.62733
H -2.19504 -1.70098 3.98327
Sc -0.60394 0.36670 2.35468
C 2.55537 1.54317 -0.17355
H 1.78734 1.53737 0.60153
H 2.69089 2.56671 -0.55372
H 3.53218 1.17415 0.18643
Si 1.82800 -0.46726 -1.74538
C 1.11830 -0.51099 -3.42672
C 0.17326 -1.52137 -3.71451
H 0.12785 -2.41340 -3.08251
C -0.75926 -1.34094 -4.74580
H -1.52703 -2.09328 -4.93242
C -0.72406 -0.17689 -5.51949
H -1.46749 -0.02487 -6.29925
C 0.26278 0.79217 -5.29331
H 0.28346 1.68874 -5.91138
C 1.19714 0.61775 -4.26887
H 1.94932 1.37810 -4.07443
C 2.67594 -1.86386 -0.93843
C 2.96113 -3.00571 -1.70215
H 2.85349 -2.97087 -2.78310
C 3.31555 -4.20470 -1.08108
H 3.54094 -5.07072 -1.70336
C 3.37085 -4.29048 0.31839
H 3.63538 -5.22575 0.80442
C 3.06965 -3.15978 1.09649
H 3.09373 -3.20135 2.19145
C 2.71971 -1.96228 0.47177
H 2.42399 -1.11190 1.09452
H 0.59710 -0.46590 -0.93620
H 2.28840 0.90554 -1.32730
N -2.90274 3.30809 3.75492
C -3.21542 2.62438 4.92558
C -2.40066 1.52463 4.95868
N -1.59031 1.53679 3.81995
C -1.91700 2.64034 3.10477
C -1.45960 2.89600 1.74901
N -0.74699 2.01071 0.99976
C -0.75723 2.50008 -0.30696
C -1.42741 3.67869 -0.32706
N -1.87887 3.89630 0.95528
H -3.32611 4.17093 3.44793
H -3.97382 2.96003 5.60657
H -2.32200 0.73397 5.68887
H -0.28691 1.95999 -1.11634
H -1.63339 4.36214 -1.13574
H -2.40039 4.71962 1.27345
```

***

A gas-phase ion, C24H26NO3 (charge +1) in a non-equilibrium geometry, computed with ωB97M-V/def2-TZVPD.

Calculated values
LUMO energy ... -2.523 eV
Electronic energy ... -1210.36134 Ha
SMILES string ... CCOC(=O)C[NH2+][C@H](c1ccc(C)cc1)c1ccc(Oc2ccccc2)cc1
Frontier orbital gap ... 8.432 eV
Max |F| ... 0.0479 hartree/bohr
Highest occupied orbital energy ... -10.9550 eV
Total charge ... +1
ΔE to the lowest compared entry with this formula, charge and spin ... 0.513 eV
Multiplicity ... 1

```
54
C24H26NO3 | OMol25 | ωB97M-V/def2-TZVPD
C -5.15804 -3.18863 -1.17149
C -3.93390 -2.32567 -1.18091
C -4.04391 -1.01065 -1.65435
C -2.96207 -0.14671 -1.54930
C -1.78654 -0.54649 -0.88473
C -0.77738 0.54252 -0.59098
C 0.73213 0.24946 -0.42138
C 1.24212 -0.87446 0.22877
C 2.62258 -1.11531 0.30370
C 3.51510 -0.16689 -0.19604
O 4.89521 -0.26664 0.00360
C 5.69432 -1.16941 -0.70611
C 6.70358 -0.63846 -1.52182
C 7.37275 -1.48786 -2.40234
C 7.10807 -2.86020 -2.39887
C 6.17769 -3.38489 -1.49935
C 5.46991 -2.54517 -0.63229
C 3.02606 0.99107 -0.81838
C 1.65185 1.14029 -0.99815
C -1.58961 -1.92056 -0.70220
C -2.69019 -2.78517 -0.73752
H -4.96497 -4.14737 -0.68267
H -5.96595 -2.68667 -0.62258
H -5.52837 -3.37493 -2.18931
H -4.98560 -0.66505 -2.09420
H -2.99650 0.84223 -2.02129
H -0.84121 1.20645 -1.45572
H 0.57442 -1.63571 0.62406
H 2.99362 -2.04351 0.73959
H 6.90835 0.43107 -1.48970
H 8.10650 -1.07025 -3.09317
H 7.63641 -3.52260 -3.08633
H 5.98495 -4.45704 -1.46435
H 4.74447 -2.93530 0.08223
H 3.73809 1.72577 -1.19344
H 1.30398 1.92605 -1.67353
H -0.58804 -2.33152 -0.60002
H -2.57346 -3.82920 -0.43077
C -4.02662 4.16524 4.82306
C -3.62191 4.43637 3.39862
O -3.40811 3.12373 2.69362
C -2.61722 3.02603 1.62448
C -2.64774 1.70933 0.84593
N -1.22109 1.39077 0.53347
O -1.84840 3.90564 1.24246
H -4.28355 5.10590 5.31540
H -4.90100 3.51745 4.88909
H -3.21487 3.71849 5.39853
H -4.43106 4.93955 2.86367
H -2.71045 5.03112 3.35251
H -3.12143 0.93102 1.45011
H -3.20341 1.82535 -0.08403
H -0.84764 0.96123 1.39224
H -0.71194 2.29021 0.44216
```

***

A molecular structure, C24H27AsN2PSZr, computed with ωB97M-V/def2-TZVPD.

Calculated values
LUMO energy ... -10.230 eV
Electronic energy ... -4061.68063 Ha
Frontier orbital gap ... 6.610 eV
Max |F| ... 0.0118 hartree/bohr
Highest occupied orbital energy ... -16.8398 eV
Total charge ... +3
ΔE to the lowest compared entry with this formula, charge and spin ... 0.150 eV
Multiplicity ... 1

```
57
C24H27AsN2PSZr | OMol25 | ωB97M-V/def2-TZVPD
Zr -0.89551 0.60413 -0.59084
C 1.36293 3.70624 -1.90031
C 1.66972 3.59437 -0.54852
C 1.72791 2.34391 0.06213
C 1.54671 1.18136 -0.69834
C 1.21015 1.30638 -2.06862
C 1.11739 2.56470 -2.66145
P 1.50615 -0.52078 -0.02063
C 3.13500 -1.23451 0.02479
C 3.23455 -2.61101 0.24492
C 4.48968 -3.18579 0.34396
C 5.62627 -2.39763 0.20289
C 5.51958 -1.03236 -0.03250
C 4.27154 -0.43821 -0.12081
C 0.75267 -0.21247 1.60517
C 1.30196 -0.50543 2.84120
C 0.53471 -0.28859 3.98507
C -0.76636 0.19376 3.89279
C -1.32715 0.46782 2.65085
C -0.57839 0.26875 1.48575
H 1.32378 4.68194 -2.36690
H 1.87202 4.48393 0.03436
H 1.94839 2.26280 1.12047
H 1.14021 0.41198 -2.68958
H 0.89512 2.64901 -3.71779
H 2.34816 -3.22734 0.33724
H 4.58335 -4.24847 0.52018
H 6.60492 -2.85333 0.27139
H 6.41003 -0.42964 -0.14696
H 4.19146 0.62604 -0.30175
H 2.30888 -0.89799 2.91896
H 0.95693 -0.50406 4.95807
H -1.34602 0.34431 4.79400
H -2.35367 0.81574 2.59733
N -1.84829 3.43449 0.66376
C -2.53506 4.52685 0.33126
C -2.82016 4.45507 -1.02631
C -2.25760 3.26652 -1.44474
N -1.65917 2.62941 -0.40771
H -1.49200 3.16720 1.57048
H -2.78141 5.27701 1.06684
H -3.36545 5.17240 -1.61502
H -2.25507 2.83029 -2.43387
C -2.59770 -3.18789 0.72723
As -3.17876 -2.61517 -1.00229
C -2.10806 -3.41364 -2.37173
C -5.02225 -3.04110 -1.26828
S -3.09303 -0.41670 -1.13282
H -2.75586 -4.26539 0.78987
H -3.19101 -2.68392 1.48753
H -1.54136 -2.95900 0.85811
H -2.29278 -4.48858 -2.35784
H -1.05501 -3.22244 -2.17418
H -2.39863 -3.00436 -3.33721
H -5.11630 -4.12770 -1.26209
H -5.34799 -2.64280 -2.22720
H -5.61013 -2.61012 -0.46025
```